Below is a molecular structure, C3H4ClN in a non-equilibrium geometry, with properties calculated with wB97M-V/def2-TZVPD.

```
9
Properties=species:S:1:pos:R:3:forces:R:3:nbo_charge:R:1
C -1.06522 -0.46804 -0.18354 3.93 -5.06 -1.24 -0.603
C 0.30278 0.26010 0.18692 -4.93 0.34 4.96 -0.376
C 1.61824 -0.02209 -0.11551 11.97 -1.72 -0.60 0.234
H -1.41102 -1.36373 0.59617 1.82 1.82 -2.22 0.234
H -1.96908 -0.04100 -0.25205 -2.61 3.33 0.21 0.233
H -0.92838 -0.81061 -1.32074 -0.24 -0.08 2.58 0.226
H 0.25919 0.49141 1.35143 0.29 -1.97 -1.82 0.277
N 2.86736 0.02518 -0.14417 -9.15 -0.77 -0.09 -0.265
Cl 0.32613 1.92878 -0.11849 -1.07 4.11 -1.77 0.039
```
Positions in Å, forces in eV/Å.

Computed properties:
Calculated total energy (eV): -17185.07891
ΔE to the lowest compared entry with this formula, charge and spin (kJ/mol): 256.26
Charge: 0

Below is 2 unconnected molecules or ions with the total composition C3H4ClN in a non-equilibrium geometry, with properties calculated with wB97M-V/def2-TZVPD.

```
9
Properties=species:S:1:pos:R:3:forces:R:3:nbo_charge:R:1
C -0.98288 -1.05063 0.83977 -1.93 0.99 0.96 -0.414
C 0.79737 2.58312 -1.11753 0.02 0.21 -0.31 0.299
C -0.55459 -0.91882 -0.39187 -2.22 1.40 -0.90 -0.236
N 1.59362 2.13621 -0.39363 -0.29 -0.38 0.52 -0.745
Cl 0.82357 -1.64395 -1.07813 0.35 -0.28 0.01 0.018
H -0.46140 -1.72366 1.40204 1.50 -1.58 1.89 0.189
H -1.88602 -0.61318 1.42382 1.55 -0.48 -1.93 0.229
H -1.18880 -0.35662 -1.08944 0.77 -0.03 -0.03 0.214
H 1.85912 1.58754 0.40496 0.25 0.14 -0.22 0.447
```
Positions in Å, forces in eV/Å.

Computed properties:
Calculated total energy (eV): -17185.78190
ΔE to the lowest compared entry with this formula, charge and spin (kJ/mol): 188.43
Charge: 0